Record 1
C3H9BrClN2 | ωB97M-V/def2-TZVPD

Results
Electronic energy ... -3262.92074 a.u.
⟨S²⟩ ... 2.01
2S+1 ... 3
Net charge ... +1

Each line ends with the natural charge from an NBO analysis.
Cartesian coordinates (Å):
1 C 1.79732 -0.95337 0.47344  -0.37
2 C 1.59833 0.58895 0.17460  -0.25
3 C -2.71944 0.12365 -0.04373  -0.18
4 N 0.41551 0.77858 -0.66990  -0.77
5 N -1.65327 -0.50222 0.12980  -0.78
6 Cl 0.86694 -1.78010 -0.86543  -0.05
7 Br -4.41716 -0.11790 0.88807  0.60
8 H 2.83734 -1.29854 0.35403  0.26
9 H 1.33892 -1.26879 1.41216  0.23
10 H 2.37076 0.97706 -0.44844  0.22
11 H 1.42406 1.36864 1.02868  0.24
12 H -2.62998 0.96859 -0.59193  0.17
13 H 0.54838 0.43726 -1.67984  0.43
14 H 0.13968 1.81954 -0.77032  0.43
15 H -1.53129 -1.15354 0.86200  0.38
16 H -0.38610 0.01217 -0.25320  0.44

Cartesian forces (eV/Å) of the 2 atoms listed first:
-0.523 0.870 -0.829
-0.109 1.181 0.890

***

Record 2
C3H9BrN | ωB97M-V/def2-TZVPD

Results
Electronic energy ... -2748.16973 a.u.
Net charge ... +1

Each line ends with the natural charge from an NBO analysis.
Cartesian coordinates (Å):
1 C -0.16524 1.14618 -1.12068  -0.69
2 C 0.30102 0.10610 -0.14208  0.24
3 C -0.19851 -1.34743 -0.38954  -0.67
4 N -0.03169 0.19334 1.36297  -0.75
5 Br 2.45227 -0.04104 0.10138  0.00
6 H 0.39033 2.14464 -0.83306  0.25
7 H -1.19857 1.30815 -1.14913  0.25
8 H 0.17786 0.94244 -2.09824  0.28
9 H -0.34330 -1.52605 -1.40930  0.26
10 H -1.24184 -1.30317 0.02104  0.21
11 H 0.31957 -2.20195 0.21165  0.26
12 H 0.06286 1.12064 1.95134  0.47
13 H -1.05409 -0.08702 1.66484  0.45
14 H 0.52934 -0.45482 1.82882  0.45

Cartesian forces (eV/Å) of the 2 atoms listed first:
3.059 2.621 2.384
1.708 -2.924 0.960

***

What is the electronic energy in the second record?
-2748.16973 a.u.

***

Please write out number 2 again, unchanged.
C3H9BrN | ωB97M-V/def2-TZVPD

Results
Electronic energy ... -2748.16973 a.u.
Net charge ... +1

Each line ends with the natural charge from an NBO analysis.
Cartesian coordinates (Å):
1 C -0.16524 1.14618 -1.12068  -0.69
2 C 0.30102 0.10610 -0.14208  0.24
3 C -0.19851 -1.34743 -0.38954  -0.67
4 N -0.03169 0.19334 1.36297  -0.75
5 Br 2.45227 -0.04104 0.10138  0.00
6 H 0.39033 2.14464 -0.83306  0.25
7 H -1.19857 1.30815 -1.14913  0.25
8 H 0.17786 0.94244 -2.09824  0.28
9 H -0.34330 -1.52605 -1.40930  0.26
10 H -1.24184 -1.30317 0.02104  0.21
11 H 0.31957 -2.20195 0.21165  0.26
12 H 0.06286 1.12064 1.95134  0.47
13 H -1.05409 -0.08702 1.66484  0.45
14 H 0.52934 -0.45482 1.82882  0.45

Cartesian forces (eV/Å) of the 2 atoms listed first:
3.059 2.621 2.384
1.708 -2.924 0.960